{
  "formula": "C14H41NO8S",
  "method": "ωB97M-V with the def2-TZVPD basis set",
  "elements": ["C", "C", "C", "C", "O", "S", "O", "O", "C", "C", "C", "C", "C", "N", "H", "H", "H", "H", "H", "H", "H", "H", "H", "H", "H", "H", "H", "H", "H", "H", "H", "H", "H", "H", "H", "C", "O", "H", "H", "H", "H", "C", "O", "H", "H", "H", "H", "C", "O", "H", "H", "H", "H", "C", "O", "H", "H", "H", "H", "C", "O", "H", "H", "H", "H"],
  "xyz": [[2.697045, -1.457990, 0.454834], [2.014109, -0.254459, 1.138345], [2.912907, 0.369304, 2.211654], [1.580921, 0.796334, 0.102438], [0.130888, 0.886753, 0.093646], [-0.571322, 1.653165, -1.139115], [0.013739, 1.119471, -2.364342], [-1.961156, 0.900986, -0.907730], [-3.019264, 1.650494, -0.248502], [-4.296153, 0.805114, -0.264660], [-4.892891, 0.492958, 1.128030], [-4.977374, -0.992928, 1.496678], [-5.773722, -1.842049, 0.504143], [-5.808264, -3.248588, 0.889276], [1.955207, -2.211420, 0.161241], [3.242550, -1.177159, -0.455857], [3.428286, -1.943897, 1.110237], [1.078361, -0.596614, 1.605387], [3.672698, 1.016376, 1.759728], [2.333271, 0.970724, 2.927514], [3.456270, -0.391607, 2.782130], [1.989690, 1.792810, 0.335810], [1.875514, 0.535566, -0.918748], [-3.126813, 2.607544, -0.775373], [-2.694043, 1.853202, 0.781427], [-4.035175, -0.123135, -0.788584], [-5.054879, 1.299632, -0.886705], [-5.896964, 0.928596, 1.232005], [-4.274447, 0.997601, 1.886903], [-3.962542, -1.411160, 1.625633], [-5.482970, -1.064702, 2.470970], [-6.811858, -1.465084, 0.506945], [-5.398499, -1.688951, -0.517843], [-5.736843, -3.853907, 0.085628], [-5.017763, -3.473584, 1.479988], [6.712712, -0.918307, 0.955012], [6.005419, 0.317410, 1.017104], [5.982367, -1.694903, 1.178546], [7.129551, -1.091993, -0.038859], [7.521207, -0.972709, 1.686728], [6.628827, 1.017964, 0.809931], [8.560921, 1.254779, -1.577226], [9.164822, 0.153274, -0.897517], [7.484874, 1.135687, -1.487871], [8.826438, 2.208993, -1.111235], [8.846246, 1.290428, -2.631041], [10.105244, 0.330304, -0.853821], [-8.606131, -1.583533, 4.342036], [-7.786047, -1.204409, 3.248292], [-8.327507, -0.940235, 5.174564], [-9.669724, -1.436552, 4.135214], [-8.443898, -2.623006, 4.639031], [-7.991184, -1.771757, 2.501639], [4.255598, 0.371187, -1.880851], [5.265463, 0.832977, -1.000045], [4.550641, 0.677760, -2.882884], [4.162804, -0.718980, -1.868672], [3.277697, 0.811489, -1.663987], [5.067676, 0.590140, -0.090012], [-2.322396, 1.663839, -5.419438], [-1.040621, 2.136613, -5.057961], [-2.383192, 1.712421, -6.505757], [-2.484569, 0.625508, -5.113018], [-3.131644, 2.277498, -5.008606], [-0.950112, 2.068692, -4.102427]],
  "forces_ev_per_a": [[0.0, -0.2, -0.2], [0.0, -0.1, -0.1], [0.0, 0.2, 0.2], [-0.3, 0.3, -0.3], [0.2, -0.2, 0.4], [0.4, 0.1, -0.2], [-0.4, 0.1, 0.4], [-0.4, -0.3, -0.3], [0.2, 0.3, 0.2], [-0.1, -0.1, -0.2], [0.1, 0.1, 0.2], [0.0, -0.1, 0.2], [-0.3, 0.6, 0.0], [0.1, -0.2, 0.2], [0.2, 0.1, 0.0], [-0.3, -0.1, 0.6], [-0.2, 0.0, 0.1], [0.3, 0.0, 0.0], [-0.1, -0.1, 0.1], [0.1, -0.1, -0.3], [-0.2, 0.1, -0.1], [-0.1, -0.2, 0.0], [-0.2, -0.1, 0.5], [-0.1, -0.2, 0.1], [-0.1, 0.0, -0.2], [-0.1, 0.2, 0.1], [0.2, -0.1, 0.1], [0.2, -0.1, -0.1], [-0.2, -0.2, -0.1], [-0.2, 0.1, -0.2], [0.2, 0.0, -0.2], [0.2, 0.0, -0.1], [0.0, -0.1, 0.2], [-0.1, -0.1, -0.1], [0.0, 0.0, 0.0], [-0.1, -0.3, -0.1], [1.3, -0.5, 2.8], [0.1, 0.0, 0.0], [-0.1, 0.1, 0.0], [-0.1, 0.1, 0.0], [0.1, 0.1, -0.1], [0.0, 0.1, 0.2], [-0.1, 0.2, 0.0], [-0.1, -0.1, -0.2], [0.1, 0.0, 0.0], [0.0, 0.0, 0.0], [0.2, -0.1, 0.0], [0.0, 0.1, 0.1], [-0.1, 0.1, 0.0], [0.0, 0.0, 0.0], [0.0, 0.0, 0.0], [0.0, 0.0, 0.0], [0.1, -0.1, -0.1], [0.5, 0.5, -0.4], [-1.2, 0.5, -2.5], [-0.1, -0.1, -0.1], [0.1, 0.1, -0.2], [0.5, 0.0, -0.3], [-0.1, -0.2, 0.0], [0.0, 0.0, -0.1], [-0.2, 0.1, 0.0], [0.0, 0.0, 0.0], [0.0, 0.0, 0.0], [0.0, 0.0, 0.0], [0.3, -0.2, 0.0]],
  "mulliken_charge": [-1.030, 0.693, -1.514, -0.504, -0.264, 0.504, -0.630, -0.222, -0.542, -0.381, -0.709, -0.577, -0.570, -0.515, 0.370, -0.049, 0.328, 0.282, 0.279, 0.363, 0.388, 0.357, 0.241, 0.356, 0.300, 0.196, 0.343, 0.380, 0.423, 0.340, 0.300, 0.172, 0.382, 0.237, 0.244, -0.565, -0.500, 0.212, 0.239, 0.288, 0.290, -0.237, -0.483, -0.079, 0.271, 0.305, 0.284, -0.598, -0.424, 0.211, 0.249, 0.273, 0.254, -0.785, -0.554, 0.380, 0.363, 0.210, 0.428, -0.535, -0.488, 0.249, 0.244, 0.235, 0.292],
  "e_tot_ev": -43884.161,
  "charge": 0
}